No. 1
# C11H14ClI2NOOsP

C11H14ClI2NOOsP as an isolated structure in a non-equilibrium geometry (the ωB97M-V functional and the def2-TZVPD basis, the Open Molecules 2025 dataset).

The geometry in ORCA input format:
```
! RIJCOSX wB97M-V def2-TZVPD def2/J DEFGRID3
* xyz 3 5
I 0.9740 0.7712 5.1604
I -1.3914 -0.0423 4.8560
Os -0.0186 0.0101 -0.4838
P 0.0587 -2.0849 -1.2696
C 0.1891 -3.5000 -0.0920
C -1.4113 -2.5764 -2.2352
H 1.4031 -1.8057 -3.2770
H 1.6997 -3.4145 -2.5093
H 2.4121 -1.9310 -1.7975
C 1.5420 -2.3435 -2.3348
H -1.4588 -1.9864 -3.1572
H -1.3727 -3.6446 -2.4755
H 0.1916 -4.4435 -0.6423
H -0.6617 -3.4807 0.5840
H -2.3020 -2.3820 -1.6404
H 1.1142 -3.4149 0.4894
C 0.5185 -0.6058 1.1444
O 0.9423 -1.0303 2.1624
Cl -0.2593 0.5136 -2.7662
N -0.0643 1.8728 0.1939
C -0.1496 2.9624 0.6272
C -0.2324 4.2667 1.1411
C -0.3640 4.4796 2.5424
C -0.4954 5.7745 3.0399
C -0.4837 6.8726 2.1622
C -0.2989 6.6821 0.7935
C -0.1735 5.3848 0.2804
H -0.3638 3.6101 3.2076
H -0.6004 5.9302 4.1178
H -0.5975 7.8841 2.5566
H -0.2474 7.5260 0.1057
H -0.0345 5.2094 -0.7876
*
```

Values from the calculation:
**Kohn-Sham gap (alpha / beta)**: 7.0 / 4.5 eV
**E**: -2044.01008 Eh
**Relative energy (zero: lowest compared OMol25 entry of this formula, charge and spin)**: 0.000 eV
**LUMO energy (alpha / beta)**: -0.4167 / -0.5087 Ha

***

No. 2
# C11H14ClMoNO3

C11H14ClMoNO3 as an isolated structure in a non-equilibrium geometry (the ωB97M-V functional and the def2-TZVPD basis, the Open Molecules 2025 dataset).

The geometry in ORCA input format:
```
! RIJCOSX wB97M-V def2-TZVPD def2/J DEFGRID3
* xyz 2 3
Cl -1.7677 2.7004 -1.8660
C -0.8732 -1.6649 -0.9881
C 0.5652 -1.8452 -0.8225
C 1.2526 -1.0689 -1.8218
H 1.0113 -2.6411 -0.2149
C 0.2276 -0.3472 -2.6058
C -1.1003 -0.7935 -2.1310
H -2.1010 -0.4661 -2.5277
H -1.6128 -2.3233 -0.5157
H 2.3654 -1.0328 -1.9595
C 0.4880 0.8484 -3.4874
Mo 0.0005 0.3457 -0.5773
C 1.6549 0.9699 0.5673
O 2.3904 1.2501 1.4416
C -1.6248 1.5173 0.1365
O -2.3319 1.8792 1.0168
H 1.4408 1.3036 -3.1276
H -0.3387 1.5799 -3.2511
H 0.5308 0.5810 -4.5695
C -0.3500 -2.6896 4.1477
N -0.4403 -1.2228 4.1185
C -0.6151 -0.4860 5.3845
C -0.3698 -0.7336 2.8433
O -0.2447 -1.4880 1.8631
H -0.4279 -3.0783 5.1760
H 0.6017 -2.9212 3.6549
H -1.1490 -3.0241 3.4743
H 0.1717 0.2215 5.6202
H -1.5290 0.0934 5.4522
H -0.6507 -1.1580 6.2323
H -0.4356 0.3689 2.7571
*
```

Values from the calculation:
**Kohn-Sham gap (alpha / beta)**: 4.6 / 5.4 eV
**E**: -1235.63441 Eh
**Relative energy (zero: lowest compared OMol25 entry of this formula, charge and spin)**: 3.128 eV
**LUMO energy (alpha / beta)**: -0.4227 / -0.3927 Ha

***

No. 3
# C11H14ClNO6PPdS2

C11H14ClNO6PPdS2 as an isolated structure in a non-equilibrium geometry (the ωB97M-V functional and the def2-TZVPD basis, the Open Molecules 2025 dataset).

The geometry in ORCA input format:
```
! RIJCOSX wB97M-V def2-TZVPD def2/J DEFGRID3
* xyz -2 2
Pd -0.3777 -0.2686 -0.1262
C 2.8758 -3.8929 -3.8862
C 2.7222 -2.7080 -2.9527
O 1.3766 -2.6956 -2.4987
P 1.0199 -2.0605 -1.0267
S -0.8702 -2.7078 -0.8683
S 2.1169 -0.3888 -0.8860
O 1.9020 -3.0130 -0.0125
C 1.5923 -4.3845 0.1916
C 1.0268 -4.5828 1.5838
H 3.9094 -3.9716 -4.2375
H 2.2185 -3.7908 -4.7515
H 2.6116 -4.8174 -3.3693
H 2.9428 -1.7679 -3.4650
H 3.4114 -2.7842 -2.1077
H 2.5316 -4.9379 0.0728
H 0.8846 -4.7379 -0.5611
H 1.7451 -4.2588 2.3395
H 0.7821 -5.6368 1.7546
H 0.1211 -3.9857 1.6896
N 0.1261 -0.0838 7.3601
C 0.0585 -0.1187 6.2097
C -0.0267 -0.1618 4.7650
C -0.9933 -0.9486 4.1416
C -1.0596 -0.9847 2.7566
C -0.1860 -0.2504 1.9361
C 0.7787 0.5206 2.6041
C 0.8642 0.5755 3.9871
H -1.6811 -1.5253 4.7514
H -1.8177 -1.6032 2.2867
H 1.4869 1.0920 2.0133
H 1.6182 1.1824 4.4775
O -2.7956 0.6805 -0.3929
Cl -2.0276 1.5927 -1.2302
O -1.3679 0.8280 -2.2904
O -2.9143 2.5782 -1.8151
O -1.0120 2.2630 -0.4299
*
```

Values from the calculation:
**Kohn-Sham gap (alpha / beta)**: 5.5 / 5.8 eV
**E**: -2659.41164 Eh
**Relative energy (zero: lowest compared OMol25 entry of this formula, charge and spin)**: 0.000 eV
**LUMO energy (alpha / beta)**: 0.1780 / 0.1779 Ha

***

No. 4
# C11H14N2

A 2-piece molecular cluster, C11H14N2 overall in a non-equilibrium geometry (the ωB97M-V functional and the def2-TZVPD basis, the Open Molecules 2025 dataset).

The geometry in ORCA input format:
```
! RIJCOSX wB97M-V def2-TZVPD def2/J DEFGRID3
* xyz 1 2
C 0.4195 0.2346 0.8870
C 3.7628 0.9117 -0.7569
C 4.2401 -0.3687 -0.9836
C 2.5690 1.0047 -0.1837
C 1.6156 0.0045 0.0599
C 3.4290 -1.4345 -0.6423
C 2.1095 -1.2930 -0.2629
H 4.3851 1.6621 -1.1932
H 5.1985 -0.6632 -1.2853
H 2.3889 2.0080 0.2186
H 3.7974 -2.4261 -0.8434
H -0.0175 -0.5410 1.5083
H -0.2845 0.8228 0.2327
H 1.6790 -2.2873 -0.2357
H 0.7848 0.8200 1.6592
C -4.1301 1.3103 1.1502
C -2.6031 -0.4821 -1.6587
C -3.2519 0.5030 0.2102
C -2.3404 -0.4283 0.6307
N -3.3704 0.4447 -1.1815
N -1.7691 -0.9860 -0.5089
H -2.5930 -1.1359 -2.5540
H -1.1295 -1.7551 -0.5218
H -1.9057 -0.6088 1.6425
H -3.7357 2.2097 1.5564
H -4.1290 0.7918 2.1517
H -5.1194 1.6818 0.9042
*
```

Values from the calculation:
**Kohn-Sham gap (alpha / beta)**: 7.8 / 3.8 eV
**E**: -536.67034 Eh
**Relative energy (zero: lowest compared OMol25 entry of this formula, charge and spin)**: 2.725 eV
**LUMO energy (alpha / beta)**: -0.1469 / -0.2921 Ha

***

No. 5
# C11H14N2O

A 2-piece molecular cluster, C11H14N2O overall in a non-equilibrium geometry (the ωB97M-V functional and the def2-TZVPD basis, the Open Molecules 2025 dataset).

The geometry in ORCA input format:
```
! RIJCOSX wB97M-V def2-TZVPD def2/J DEFGRID3
* xyz -1 2
C -2.1455 -2.4934 0.3512
C 0.1603 -1.3703 0.6346
C -0.8304 -2.0333 -0.1368
C 1.0745 -0.7777 -0.2725
C -0.4330 -2.0836 -1.4846
C 0.4328 -1.2767 1.9746
C 1.7114 -0.7766 2.4090
C 2.5903 -0.2799 1.4308
C 2.2321 -0.1500 0.1132
N 0.6324 -1.1521 -1.5778
H -0.0831 -1.6863 2.7056
H 2.0349 -0.7001 3.4271
H 3.5505 0.1673 1.7962
H -2.8435 -1.8379 0.5556
H -1.8452 -2.9017 1.3268
H -0.7369 -2.6178 -2.4160
H 1.1737 -1.2440 -2.3176
H 2.9434 0.3654 -0.5120
H -2.6942 -3.2651 -0.2280
C 0.1045 3.3147 -1.0510
C -1.3874 3.2557 -0.8960
O -2.2270 4.0485 -0.7329
N -1.5543 1.9048 -0.6036
H 0.3544 4.4579 -1.0830
H 0.4458 3.0026 -1.9412
H -2.4534 1.7984 -0.2134
H -0.9960 1.1051 -1.0700
H 0.7889 3.2260 -0.1885
*
```

Values from the calculation:
**Kohn-Sham gap (alpha / beta)**: 2.9 / 6.5 eV
**E**: -612.19828 Eh
**Relative energy (zero: lowest compared OMol25 entry of this formula, charge and spin)**: 3.070 eV
**LUMO energy (alpha / beta)**: 0.1260 / 0.1241 Ha

***

No. 6
# C11H14N2O

A 2-piece molecular cluster, C11H14N2O overall in a non-equilibrium geometry (the ωB97M-V functional and the def2-TZVPD basis, the Open Molecules 2025 dataset).

The geometry in ORCA input format:
```
! RIJCOSX wB97M-V def2-TZVPD def2/J DEFGRID3
* xyz 0 1
C 3.9667 -0.8985 0.8681
C 2.5928 0.4401 -0.7087
C 2.7484 -0.7547 -0.0153
C 1.4396 0.7491 -1.4448
C 1.8104 -1.7687 -0.1998
C 0.4826 -0.2377 -1.4826
C 0.7496 -1.5363 -1.0612
O -0.6884 -0.0045 -2.1856
H 3.3808 1.1708 -0.5664
H 1.3921 1.7766 -1.7681
H 4.8024 -1.2612 0.2691
H 3.7795 -1.4525 1.7891
H 1.8554 -2.6786 0.3888
H -0.0863 -2.2156 -1.2001
H -1.4062 -0.4010 -1.6691
H 4.2838 0.0510 1.2488
C -3.9093 2.1325 0.3308
C -2.9457 -0.2937 0.7451
C -2.9201 1.0660 0.7212
C -0.8911 0.4319 1.0620
N -1.6500 -0.6961 0.9290
N -1.6191 1.4952 0.9019
H -3.8396 -0.8959 0.7188
H -1.2194 -1.5970 0.8209
H -3.4887 2.5428 -0.5932
H -3.9735 2.8860 1.1073
H 0.1691 0.2580 1.0582
H -4.8157 1.6922 -0.0642
*
```

Values from the calculation:
**Kohn-Sham gap**: 9.2 eV
**E**: -612.28688 Eh
**Relative energy (zero: lowest compared OMol25 entry of this formula, charge and spin)**: 1.738 eV
**LUMO energy**: 0.0259 Ha

***

No. 7
# C11H14N2O

A 2-piece molecular cluster, C11H14N2O overall (the ωB97M-V functional and the def2-TZVPD basis, the Open Molecules 2025 dataset).

The geometry in ORCA input format:
```
! RIJCOSX wB97M-V def2-TZVPD def2/J DEFGRID3
* xyz 0 1
C -2.7126 -0.9563 -3.6192
C -1.6327 -0.1338 -2.9373
O -1.9007 0.7978 -2.2028
N -0.3758 -0.5652 -3.1761
H -2.8922 -1.8738 -3.0585
H -2.4198 -1.2395 -4.6274
H 0.4095 -0.1207 -2.7265
H -0.2757 -1.4070 -3.7122
H -3.6291 -0.3777 -3.6928
C 3.3022 1.4272 1.6930
C 1.3473 1.7036 0.0909
C -0.1665 0.2981 0.9215
C 1.9177 1.1801 1.2070
C 0.9664 0.2423 1.7399
C -1.3299 -0.4149 1.2353
C -1.2812 -1.2330 2.3464
C 0.9980 -0.6274 2.8404
C -0.1231 -1.3786 3.1255
N 0.1065 1.1457 -0.1217
H -0.5532 1.4998 -0.8012
H 1.7494 2.4261 -0.6022
H -2.1793 -0.3975 0.5585
H 3.7598 2.2999 1.2350
H 3.9580 0.5785 1.4979
H -2.1947 -1.7397 2.6216
H 1.9263 -0.7142 3.3910
H -0.1236 -2.0101 4.0022
H 3.3491 1.5901 2.7718
*
```

Values from the calculation:
**Kohn-Sham gap**: 8.3 eV
**E**: -612.35075 Eh
**Relative energy (zero: lowest compared OMol25 entry of this formula, charge and spin)**: 0.000 eV
**LUMO energy**: 0.0253 Ha

***

No. 8
# C11H14N2O

A 2-piece molecular cluster, C11H14N2O overall in a non-equilibrium geometry (the ωB97M-V functional and the def2-TZVPD basis, the Open Molecules 2025 dataset).

The geometry in ORCA input format:
```
! RIJCOSX wB97M-V def2-TZVPD def2/J DEFGRID3
* xyz 0 1
C -0.6965 4.2727 -1.1392
C -1.1743 0.2784 -2.4613
C -1.9901 1.2739 -3.0521
C -0.2270 0.5430 -1.5108
C -1.6647 2.5962 -2.7308
C 0.0141 1.8961 -1.1742
C -0.6917 2.9172 -1.7946
O -1.6362 -0.9782 -2.7947
H -1.1199 -1.6684 -2.3991
H -2.8906 0.9540 -3.5492
H 0.2928 -0.2143 -0.9358
H -2.2596 3.3003 -3.3000
H 0.7638 2.1140 -0.4246
H 0.3057 4.7257 -1.2263
H -0.9130 4.2050 -0.0647
H -1.2319 5.1656 -1.4499
C 1.6930 -1.2971 3.7984
C 0.5881 -3.3680 2.7889
C 1.4055 -2.3040 2.7550
C 1.6412 -3.2923 0.8549
N 0.7711 -4.0953 1.6214
N 2.0592 -2.2527 1.5231
H -0.2342 -3.6050 3.4452
H 0.0434 -4.5010 1.0606
H 2.7452 -0.9893 3.8397
H 1.6232 -1.7016 4.8163
H 1.6804 -3.5792 -0.1826
H 1.1031 -0.3958 3.6865
*
```

Values from the calculation:
**Kohn-Sham gap**: 8.7 eV
**E**: -612.26738 Eh
**Relative energy (zero: lowest compared OMol25 entry of this formula, charge and spin)**: 2.269 eV
**LUMO energy**: 0.0157 Ha